1.
Entry from the Open Molecules 2025 dataset: a cluster of 24 separate species, C46H101N11O50 in total in a non-equilibrium geometry (ωB97M-V with the def2-TZVPD basis set).

Results
Kohn-Sham gap = 0.138 Eh
LUMO = 0.9088 eV
Multiplicity = 1
Total charge = -2
Energy = -168101.2374 eV

Each line ends with the Mulliken charge.
Cartesian coordinates (Å):
1 C 1.1794 -1.2492 0.4366  -0.5454
2 C 0.1295 -0.1848 -0.0471  0.2357
3 O 0.3492 0.8383 -0.7262  0.1536
4 N -1.2667 -0.6095 0.2631  1.8641
5 H -1.5114 -1.5125 -0.1174  0.2160
6 H -1.3871 -0.6461 1.2652  -0.4017
7 C -2.4273 0.2957 -0.2173  0.1375
8 H 0.9666 -1.4074 1.4939  -0.1792
9 H 2.2142 -0.9873 0.2159  0.3802
10 H 0.9005 -2.1067 -0.1758  0.0263
11 H -2.3466 1.1937 0.3952  -0.1243
12 H -3.3800 -0.2076 -0.0528  0.5920
13 H -2.1665 0.5828 -1.2359  -0.4959
14 C -1.2172 4.5171 1.3533  -0.5181
15 C -0.4222 3.9799 0.2062  0.6658
16 O 0.7463 3.6088 0.2226  -0.4501
17 N -1.1607 4.2621 -1.1007  0.6123
18 H -2.1229 4.0776 -0.8552  -0.5044
19 H -1.1569 5.2574 -1.2721  0.5082
20 C -0.5966 3.5723 -2.3908  0.5564
21 H -0.8264 4.1600 2.3061  0.3156
22 H -2.2581 4.2171 1.2319  -0.1997
23 H -1.2897 5.6047 1.3600  0.4341
24 H -1.0950 2.6097 -2.5050  -0.3834
25 H 0.4549 3.4042 -2.1580  -0.5347
26 H -0.9546 4.1814 -3.2207  0.5631
27 C -6.2081 0.8690 5.9854  -1.2589
28 C -5.3831 0.8106 4.6905  0.6827
29 O -5.2961 1.7872 3.9061  -0.4083
30 N -4.6800 -0.4810 4.4999  1.0457
31 H -3.7245 -0.2266 4.2944  -0.8128
32 H -4.3916 -0.9530 5.3450  0.6107
33 C -5.3304 -1.4022 3.4139  -0.7400
34 H -6.4492 1.8804 6.3123  0.3476
35 H -5.7365 0.4763 6.8863  0.3571
36 H -7.0602 0.2337 5.7435  0.3460
37 H -6.4067 -1.5253 3.5348  0.4172
38 H -4.9112 -2.3752 3.6702  0.1381
39 H -5.1654 -0.8984 2.4616  0.4078
40 C 1.8224 2.1309 5.3951  -0.5254
41 C 2.5467 0.9641 6.0786  0.4700
42 O 2.1096 -0.1738 6.1778  -0.4628
43 N 3.9271 1.2758 6.5213  -0.0122
44 H 4.1586 2.1718 6.1168  0.3841
45 H 3.9646 1.3925 7.5239  0.3921
46 C 4.9250 0.2114 6.0239  -0.6621
47 H 2.5333 2.5403 4.6774  0.4315
48 H 1.4890 2.8609 6.1327  0.4068
49 H 1.0065 1.8534 4.7278  -0.3288
50 H 5.2551 0.4954 5.0247  0.2079
51 H 4.5151 -0.7979 5.9879  0.3230
52 H 5.6813 0.2971 6.8041  0.3733
53 C 4.1538 -3.3026 -4.1122  -0.2682
54 C 4.0698 -3.1194 -5.6534  0.3157
55 O 4.8208 -3.6685 -6.4258  -0.5434
56 N 3.0071 -2.1252 -6.2304  0.5056
57 H 2.6703 -1.4551 -5.5539  -0.5472
58 H 3.3808 -1.5082 -6.9374  0.4541
59 C 1.8044 -2.9771 -6.6583  -0.8721
60 H 5.1953 -3.1357 -3.8374  0.4248
61 H 3.7391 -4.2389 -3.7386  0.2009
62 H 3.4322 -2.6376 -3.6378  -0.0695
63 H 2.0315 -3.5677 -7.5459  0.4833
64 H 1.0183 -2.3454 -7.0720  0.3063
65 H 1.4211 -3.7267 -5.9660  0.3291
66 C 3.7614 3.0528 -1.9747  -0.0719
67 C 4.6087 4.3298 -1.8935  0.2176
68 O 5.6989 4.4308 -1.2730  -0.5804
69 N 3.9986 5.5578 -2.5893  0.3222
70 H 4.6809 5.8681 -3.2662  0.3910
71 H 3.1154 5.3352 -3.0256  -0.0310
72 C 3.9857 6.7801 -1.5607  -0.7221
73 H 4.1705 2.2613 -1.3469  0.0940
74 H 3.5869 2.6951 -2.9894  0.4907
75 H 2.7845 3.1506 -1.5012  -0.3170
76 H 3.2745 6.4439 -0.8062  0.2824
77 H 3.6058 7.5984 -2.1724  0.3445
78 H 5.0322 6.9067 -1.2837  0.3474
79 C -2.7130 -0.7164 -3.8999  -0.7084
80 C -2.0550 -2.0052 -4.3790  -0.2405
81 O -0.8732 -2.1072 -4.5488  -0.2574
82 N -2.9553 -3.2630 -4.4202  0.8709
83 H -2.7403 -3.8557 -3.6312  0.3025
84 H -3.9255 -3.0467 -4.2410  -0.0964
85 C -2.7785 -4.0553 -5.7169  -0.7078
86 H -2.3099 0.2542 -4.1891  0.5306
87 H -2.6693 -0.7261 -2.8108  -0.0289
88 H -3.7982 -0.7234 -4.0016  0.5249
89 H -2.9197 -5.1041 -5.4556  0.3321
90 H -1.7331 -3.9106 -5.9894  0.2651
91 H -3.5067 -3.6729 -6.4321  0.2559
92 C 8.7883 3.3558 -0.6460  -0.9943
93 C 8.8604 1.8953 -0.2350  0.8245
94 O 9.7973 1.3265 0.3239  -0.5462
95 N 7.5061 1.2118 -0.3524  1.0205
96 H 6.7721 1.8325 -0.0423  -0.2350
97 H 7.2967 1.0541 -1.3278  0.1385
98 C 7.4394 -0.0734 0.4440  -0.8612
99 H 8.3635 3.4706 -1.6432  0.2770
100 H 9.7704 3.8286 -0.6376  0.3875
101 H 8.2481 3.9208 0.1136  0.2201
102 H 6.4483 -0.3898 0.1189  0.3647
103 H 7.2635 0.0784 1.5090  0.2093
104 H 8.2388 -0.7342 0.1088  0.4046
105 C 2.5931 -6.0335 2.1664  -1.3122
106 C 1.9428 -5.6503 0.9055  0.5555
107 O 0.8434 -5.2241 0.8643  -0.2574
108 N 2.7228 -5.7227 -0.3848  0.3488
109 H 3.0362 -6.6781 -0.2896  0.4178
110 H 1.9661 -5.7007 -1.0533  -0.0637
111 C 3.9128 -4.7201 -0.6369  -0.3952
112 H 2.9269 -7.0656 2.2734  0.4740
113 H 2.1812 -5.5554 3.0551  0.0949
114 H 3.5807 -5.5818 2.2597  0.4059
115 H 4.0329 -4.7188 -1.7203  0.2052
116 H 4.8145 -5.0558 -0.1246  0.3219
117 H 3.5157 -3.7243 -0.4401  0.1438
118 C -6.9559 5.0692 -0.9474  -0.7915
119 C -7.0055 4.3470 0.4019  0.5899
120 O -7.9990 4.2233 1.0200  -0.4910
121 N -5.6583 3.9725 0.9024  0.5333
122 H -4.9876 4.4297 0.3014  -0.2603
123 H -5.6386 4.5192 1.7514  0.4152
124 C -5.5704 2.4491 1.1469  -0.6142
125 H -6.3339 5.9379 -1.1632  0.2287
126 H -7.9852 5.3133 -1.2101  0.3879
127 H -6.6246 4.3366 -1.6833  0.1530
128 H -4.5848 2.2293 1.5574  -0.1325
129 H -5.8467 1.8934 0.2508  0.3351
130 H -6.2849 2.3609 1.9653  0.5006
131 C -0.0896 -3.3221 4.7066  -0.4693
132 C -1.1030 -4.0016 3.8690  0.1364
133 O -1.6042 -3.5272 2.8820  -0.1673
134 N -1.5055 -5.4567 4.2881  -0.0037
135 H -0.8343 -6.1451 3.9788  0.3607
136 H -1.5165 -5.6407 5.2812  0.3943
137 C -2.9110 -5.7070 3.7391  -0.6458
138 H 0.9034 -3.7702 4.6719  0.3562
139 H -0.3958 -3.3716 5.7515  0.4373
140 H -0.0839 -2.2852 4.3705  -0.2820
141 H -3.2118 -6.7517 3.8189  0.3701
142 H -2.8563 -5.5315 2.6648  0.2703
143 H -3.5828 -4.9790 4.1940  0.3076
144 O 1.7072 4.1960 -4.2916  -0.2954
145 C 1.3679 5.4085 -4.7155  0.7928
146 O 0.3431 5.4374 -5.4458  -0.7718
147 O 2.0939 6.4178 -4.5613  -0.7843
148 H 0.9715 3.7385 -4.7051  0.1169
149 O -5.8062 -1.2134 -0.7701  0.0662
150 C -7.0541 -0.9033 -0.5543  0.7624
151 O -7.5918 -0.5028 -1.5768  -0.8266
152 O -7.6371 -0.9941 0.5481  -0.8609
153 H -5.9280 -1.0948 -1.7149  0.0469
154 O -0.7167 1.2797 2.3901  0.5538
155 C -1.5850 0.8996 3.3729  0.0972
156 O -2.0975 -0.2402 3.4269  -0.9118
157 O -1.6926 1.7331 4.2985  -0.8302
158 H -0.3580 2.0891 2.7613  -0.1869
159 O -3.7047 7.7490 0.4671  -0.6054
160 C -3.8464 7.0785 -0.7206  0.5232
161 O -3.7183 5.8855 -0.6397  -0.4475
162 O -3.9211 7.6828 -1.8083  -0.7432
163 H -3.4551 6.9506 0.9381  0.3324
164 O 5.1327 0.9932 2.4806  -0.3148
165 C 5.0416 2.2215 2.0368  0.7131
166 O 3.8601 2.6031 2.0407  -0.6403
167 O 6.0421 2.7510 1.4726  -0.8649
168 H 4.2291 0.7038 2.6269  0.0376
169 O -2.2421 -5.1097 0.2813  -0.6719
170 C -2.2574 -4.2546 -0.7740  0.3515
171 O -1.7842 -3.1678 -0.5280  -0.7107
172 O -2.6953 -4.5521 -1.8447  -0.8808
173 H -1.7952 -4.5004 0.8734  -0.0274
174 O -1.2402 -1.0269 6.6925  -0.2729
175 C -2.2253 -1.4879 7.3946  0.6298
176 O -2.1915 -1.4078 8.6248  -0.7972
177 O -3.2317 -1.7643 6.7485  -0.8268
178 H -1.6521 -1.1126 5.8296  0.1786
179 O 2.6338 -1.6646 3.5829  0.1537
180 C 3.4893 -2.6461 3.2113  0.4348
181 O 3.6732 -3.5129 4.0495  -0.7795
182 O 4.0699 -2.6994 2.0561  -0.7534
183 H 2.8865 -1.9447 4.4657  -0.0371
184 O 1.0738 -4.0402 -3.0042  1.1006
185 C 0.7248 -5.2820 -3.4272  0.3353
186 O 0.9875 -6.2739 -2.7245  -0.9131
187 O 0.1778 -5.4634 -4.5698  -0.7700
188 H 0.6994 -3.5419 -3.7343  -0.5387
189 O 0.3206 0.8169 -3.5271  0.0256
190 C 1.2251 0.2459 -4.2455  0.6361
191 O 1.5738 0.6084 -5.3994  -0.9655
192 O 1.5927 -0.8094 -3.7947  -0.0757
193 H 0.4070 0.2584 -2.7510  -0.2556
194 O -7.7799 -2.9552 -3.5385  -0.6081
195 C -6.5205 -2.9540 -3.9711  0.5677
196 O -5.7468 -2.1427 -3.5323  -0.6038
197 O -6.3032 -3.6165 -5.0141  -0.8258
198 H -7.7264 -2.2928 -2.8457  0.3391
199 O 5.0110 -0.1411 -2.2894  0.0730
200 C 5.7032 0.3489 -3.2855  0.6508
201 O 6.8808 0.7682 -3.0121  -1.0205
202 O 5.2778 0.3269 -4.4649  -0.7163
203 H 4.2632 -0.4189 -2.8235  -0.1078
204 O -5.4762 2.2994 -2.4104  -0.4980
205 C -4.1789 2.5024 -2.4146  0.1920
206 O -3.6034 2.3128 -3.4988  -0.9151
207 O -3.5926 2.8545 -1.3695  0.0157
208 H -5.3182 2.0945 -3.3348  0.2766



2.
Entry from the Open Molecules 2025 dataset: a cluster of 10 separate species, C46H102BrN5O13S9Si in total in a non-equilibrium geometry (ωB97M-V with the def2-TZVPD basis set).

Results
Kohn-Sham gap = 0.298 Eh
LUMO = 0.0968 eV
Multiplicity = 1
Energy = -258855.5892 eV

Each line ends with the Mulliken charge.
Cartesian coordinates (Å):
1 C 3.2004 -0.1374 1.2906  -1.8325
2 C 1.7561 0.2994 1.2992  0.7941
3 O 1.4757 1.4153 1.6474  -0.5246
4 N 0.8128 -0.6948 0.9336  0.6874
5 C 0.2730 -1.4357 2.0499  -1.2377
6 C 0.1097 -0.5113 -0.3482  0.3080
7 C -0.1046 -1.9441 -0.8850  -2.7432
8 C -0.2409 -2.2300 -2.3858  0.9449
9 N 0.1473 -1.1700 -3.2893  -0.1992
10 N -1.6172 -2.5878 -2.7270  -0.4450
11 N 0.5872 -3.4764 -2.6127  -0.7637
12 O 1.1801 0.0314 -1.1277  0.0408
13 C 0.8678 1.1476 -1.8100  -0.3366
14 O 1.5708 1.5440 -2.6787  -0.7033
15 C -0.4433 1.6652 -1.2882  -0.4735
16 C -0.1649 3.0594 -0.6986  -0.1619
17 N 0.2025 4.0552 -1.7367  -0.6205
18 C -1.0879 0.5543 -0.3997  3.6010
19 C -1.5904 1.0656 0.9539  -1.1087
20 C -2.9025 0.4606 1.4993  -1.0707
21 C -2.9919 -1.0520 1.7233  2.0759
22 C -4.4736 -1.5100 1.9249  0.0794
23 C -4.7841 -2.7538 1.0749  -1.2930
24 C -5.5679 -2.4850 -0.2154  -0.4774
25 C -6.9932 -1.9413 0.0470  -0.8535
26 C -7.5507 -0.9069 -0.9728  -0.5799
27 Si -8.3852 0.6175 -0.2208  -0.2163
28 C -10.1628 0.1939 0.2069  -1.1894
29 C -7.4838 1.1408 1.3526  -1.0819
30 C -8.2189 2.0420 -1.4449  0.6071
31 C -8.3627 1.8640 -2.8233  -0.0948
32 C -8.2017 2.9261 -3.7058  -0.8153
33 C -7.8840 4.1977 -3.2393  -0.4219
34 C -7.7618 4.3884 -1.8699  -0.8787
35 C -7.9210 3.3264 -0.9823  -0.2269
36 C -2.2236 0.0306 -1.3072  -1.0556
37 C -3.4017 0.9122 -1.6291  -0.5828
38 O -4.3149 0.4698 -2.2318  -0.5934
39 Br -3.4913 2.7961 -1.1693  -0.1267
40 H 3.6509 0.2622 2.1952  0.4840
41 H 3.7118 0.2599 0.4244  0.2264
42 H 3.2741 -1.2170 1.3562  0.3778
43 H -0.1199 -0.7818 2.8303  0.4055
44 H 1.0715 -1.9865 2.5412  0.5126
45 H -0.5004 -2.1543 1.8220  0.3259
46 H 0.7298 -2.5199 -0.5141  0.4060
47 H -0.9682 -2.3782 -0.3877  0.2495
48 H 1.1341 -0.9615 -3.2835  -0.3462
49 H -0.2095 -1.3181 -4.2190  0.2757
50 H -1.6870 -2.8319 -3.7047  0.3112
51 H -1.8909 -3.3686 -2.1468  0.3098
52 H 1.5198 -3.1854 -2.9057  0.3848
53 H 0.2038 -3.9388 -3.4288  0.3366
54 H -0.9907 1.8809 -2.2041  0.5320
55 H 0.6664 3.0356 0.0018  0.2295
56 H -1.0105 3.4655 -0.1583  -0.4145
57 H 0.1407 3.6530 -2.6645  0.3327
58 H -0.4981 4.7861 -1.7267  0.3110
59 H -1.7738 2.1303 0.9087  0.0852
60 H -0.8330 0.9635 1.7205  0.6264
61 H -3.7725 0.7760 0.9285  -0.1592
62 H -3.0473 0.9095 2.4819  0.8028
63 H -2.6016 -1.6525 0.9084  -1.7439
64 H -2.4669 -1.2762 2.6436  0.3933
65 H -5.1739 -0.7239 1.6633  -0.2758
66 H -4.6294 -1.7566 2.9697  0.3460
67 H -3.8408 -3.2249 0.7942  0.4405
68 H -5.3204 -3.5033 1.6536  0.4847
69 H -4.9911 -1.8525 -0.8886  0.0367
70 H -5.6913 -3.4457 -0.7122  0.4817
71 H -7.6473 -2.8074 -0.0276  0.3199
72 H -7.0817 -1.6049 1.0755  0.4910
73 H -8.2512 -1.4334 -1.6189  0.5025
74 H -6.7393 -0.5827 -1.6163  0.5197
75 H -10.5849 0.9060 0.9094  0.3300
76 H -10.1445 -0.7601 0.7368  0.3682
77 H -10.8088 0.0556 -0.6542  0.3440
78 H -6.4593 1.3731 1.0700  0.1442
79 H -7.5038 0.3654 2.1091  0.4180
80 H -7.9349 2.0579 1.7218  0.4747
81 H -8.5879 0.8863 -3.2248  0.3370
82 H -8.3057 2.7510 -4.7674  0.3849
83 H -7.7306 5.0168 -3.9220  0.5772
84 H -7.5288 5.3723 -1.4907  0.3919
85 H -7.7804 3.5445 0.0646  0.2452
86 H -1.7802 -0.1542 -2.2800  1.4471
87 H -2.6397 -0.9164 -0.9944  -0.3229
88 C 2.2810 -0.0316 5.6837  -0.6638
89 S 2.1902 -1.8262 5.6918  0.4345
90 O 0.9941 -2.2031 4.8945  -0.5050
91 C 1.7369 -1.9842 7.4242  -0.8919
92 H 2.5135 0.2886 4.6695  0.0664
93 H 1.3199 0.3842 5.9876  0.2404
94 H 3.0713 0.2939 6.3605  0.4321
95 H 0.8150 -1.4321 7.6109  0.1470
96 H 2.5445 -1.6004 8.0475  0.4036
97 H 1.5843 -3.0408 7.6349  0.3515
98 C -2.2149 7.8596 0.5803  -1.1494
99 S -2.3723 6.0696 0.5933  0.6800
100 O -3.6268 5.7379 -0.1339  -0.6608
101 C -2.7203 5.9118 2.3457  -0.8765
102 H -2.0335 8.1732 -0.4455  0.3616
103 H -3.1382 8.3097 0.9458  0.3512
104 H -1.3720 8.1527 1.2063  0.3714
105 H -3.6095 6.4901 2.5974  0.4281
106 H -1.8638 6.2648 2.9184  0.1358
107 H -2.8947 4.8622 2.5697  0.2928
108 C -4.1522 -0.6093 7.3468  -1.1082
109 S -2.7282 -1.0677 6.3503  0.6037
110 O -3.2448 -1.5885 5.0627  -0.5712
111 C -2.2391 -2.4807 7.3457  -1.0596
112 H -4.6319 0.2430 6.8700  0.3525
113 H -4.8501 -1.4452 7.3958  0.3209
114 H -3.8193 -0.3305 8.3470  0.3804
115 H -3.0610 -3.1949 7.3982  0.4169
116 H -1.9636 -2.1420 8.3454  0.3860
117 H -1.3792 -2.9410 6.8616  0.2390
118 C 4.7701 -0.6293 -2.5837  -0.4751
119 S 3.7976 -1.2289 -3.9641  0.5198
120 O 3.2481 -2.5617 -3.5671  -0.7696
121 C 5.1807 -1.5298 -5.0636  -0.7856
122 H 4.0851 -0.4224 -1.7647  -0.3280
123 H 5.4903 -1.3926 -2.2859  0.3983
124 H 5.2809 0.2880 -2.8748  0.4343
125 H 5.8725 -2.2286 -4.6110  0.1151
126 H 5.6833 -0.5870 -5.2770  0.3599
127 H 4.7892 -1.9513 -5.9872  0.4370
128 C 9.1396 -5.0236 -4.7752  -0.9689
129 S 8.6405 -3.4121 -4.1664  0.5005
130 O 7.8796 -2.7428 -5.2620  -0.6338
131 C 10.2847 -2.7091 -4.1470  -0.7490
132 H 8.2428 -5.6269 -4.9002  0.3368
133 H 9.6450 -4.9092 -5.7339  0.2998
134 H 9.8028 -5.4917 -4.0473  0.3520
135 H 10.7154 -2.7550 -5.1474  0.2942
136 H 10.9034 -3.2656 -3.4432  0.2280
137 H 10.2067 -1.6704 -3.8299  0.3560
138 C -1.3170 6.7365 6.0995  -0.8900
139 S -1.4748 4.9450 6.0942  0.5219
140 O -2.7186 4.6138 5.3540  -0.5689
141 C -1.8441 4.7917 7.8462  -0.9336
142 H -1.1238 7.0598 5.0793  0.2453
143 H -2.2436 7.1849 6.4584  0.2976
144 H -0.4811 7.0245 6.7368  0.3957
145 H -2.7355 5.3718 8.0847  0.3070
146 H -0.9921 5.1433 8.4282  0.3709
147 H -2.0221 3.7397 8.0578  0.2849
148 C 14.6118 -5.7635 -4.1294  -1.0776
149 S 14.0048 -4.8683 -2.7028  0.5119
150 O 12.5615 -4.5865 -2.9389  -0.5956
151 C 14.8969 -3.3438 -3.0279  -1.0618
152 H 14.1400 -6.7429 -4.1324  0.2839
153 H 14.3531 -5.2158 -5.0364  0.4368
154 H 15.6916 -5.8834 -4.0465  0.3957
155 H 14.6189 -2.9605 -4.0096  0.3286
156 H 15.9683 -3.5373 -2.9829  0.3722
157 H 14.6233 -2.6229 -2.2603  0.3274
158 C 14.2277 -7.4828 0.0345  -0.7805
159 S 15.4621 -8.1181 -1.1049  0.5501
160 O 14.7557 -8.4925 -2.3592  -0.5972
161 C 15.7867 -9.6410 -0.2104  -1.0032
162 H 13.8566 -6.5425 -0.3636  0.1944
163 H 13.4086 -8.1971 0.1197  0.2985
164 H 14.6893 -7.3125 1.0073  0.3635
165 H 14.8626 -10.2101 -0.1117  0.3082
166 H 16.1966 -9.4032 0.7710  0.3734
167 H 16.5135 -10.2154 -0.7805  0.3333
168 C -9.8201 6.4687 -5.8892  -0.9602
169 S -10.7303 7.1029 -4.4755  0.6221
170 O -12.1638 6.7951 -4.7026  -0.6546
171 C -10.4973 8.8425 -4.8693  -0.9561
172 H -9.8762 5.3825 -5.8592  0.2504
173 H -10.2712 6.8372 -6.8107  0.4103
174 H -8.7784 6.7833 -5.8209  0.3341
175 H -10.9037 9.0524 -5.8588  0.3060
176 H -9.4345 9.0826 -4.8340  0.3348
177 H -11.0289 9.4271 -4.1218  0.3173



no.,molar mass (g/mol)
1,1608.341
2,1329.937